The following is a quantum chemistry calculation of a cluster of 3 separate species, C3H13NO2S in total, from the Open Molecules 2025 dataset.

```
20
Properties=species:S:1:pos:R:3:mulliken_charge:R:1
N -1.625 1.085 -1.364 -0.547
C -0.739 0.048 -0.736 -0.705
C 0.145 0.807 0.248 -0.328
C 1.151 1.714 -0.393 -0.633
S 1.784 3.006 0.622 -0.235
H -1.658 0.959 -2.365 0.199
H -2.608 1.017 -1.124 0.216
H -0.184 -0.338 -1.593 0.319
H -1.335 -0.756 -0.310 0.337
H 0.608 0.220 1.053 0.277
H -0.612 1.312 0.876 0.310
H 1.955 1.048 -0.728 0.351
H 0.774 2.155 -1.316 0.337
H 0.593 3.467 1.060 0.103
O 0.769 -5.279 -1.430 -0.640
H 0.931 -4.480 -1.934 0.313
H 0.981 -6.027 -2.019 0.327
O -0.172 0.117 4.180 -0.633
H -0.886 0.525 3.701 0.314
H 0.129 -0.599 3.572 0.319
```

As for the net charge: 0. As for the LUMO energy: 0.0179 hartree. The energy relative to the best compared isomer or geometry (same formula, charge and spin) is 21.3 kcal per mole. The total energy comes out at -725.4875 Ha. The HOMO energy comes out at -8.8 eV. The HOMO-LUMO gap is 9.34 eV.